--- i ---
The following is a quantum chemistry calculation of C4H5N3 in the gas phase, from the OMol25 dataset.

The geometry in XYZ format:
```
12
Properties=species:S:1:pos:R:3
N 0.6083 -1.7093 -0.9121
C 0.1948 -0.6714 -0.1438
C 0.8195 0.5864 -0.2365
C 0.0733 1.6455 0.2242
N -1.0342 1.4991 0.9694
C -1.3626 0.2383 1.2222
N -0.8611 -0.8591 0.6568
H 1.4514 -1.6422 -1.4549
H 0.0636 -2.5543 -0.9402
H 1.7810 0.7167 -0.7214
H 0.3542 2.6624 -0.0414
H -2.1396 0.0814 1.9698
```

Results
- structure (SMILES) = Nc1ccncn1
- frontier orbital gap (hartree) = 0.36477

--- ii ---
The following is a quantum chemistry calculation of C4H5N3 in the gas phase, from the OMol25 dataset.

The geometry in XYZ format:
```
12
Properties=species:S:1:pos:R:3
N -1.9976 0.0870 0.1204
C -0.6284 -0.0128 0.0179
C 0.1491 1.1516 -0.0460
N 1.4741 1.1326 -0.0636
C 2.0645 -0.0598 -0.0244
N 1.4408 -1.2391 -0.0069
C 0.1064 -1.2175 0.0096
H -2.4420 0.9814 -0.0094
H -2.6021 -0.7153 0.0796
H -0.3227 2.1384 -0.0809
H 3.1554 -0.0561 -0.0103
H -0.3978 -2.1904 0.0139
```

Results
- structure (SMILES) = Nc1cncnc1
- frontier orbital gap (hartree) = 0.34784

In terms of stability, i leads; the second structure lies 33.8 kJ/mol higher.